(1)
Here is one molecule with the formula C21H19N5O3 at a distorted geometry from the Open Molecules 2025 dataset. Energies are from ωB97M-V with the def2-TZVPD basis set.

The geometry in XYZ format:
```
48
Properties=species:S:1:pos:R:3:forces:R:3:nbo_charge:R:1
O 2.576 -2.183 1.539 0.47 1.39 -1.14 -0.52
O 1.024 4.584 -1.869 -1.09 4.34 -1.32 -0.57
N -0.523 1.487 1.222 0.84 -0.76 0.71 -0.13
N -0.272 -1.996 -3.378 0.56 0.06 0.30 -0.43
N 4.219 2.105 -0.673 -0.31 -0.65 0.51 -0.44
O -0.108 1.516 2.609 -0.10 1.13 -0.72 -0.31
C 2.102 -1.467 0.650 -0.65 -1.46 1.67 0.53
C 1.158 3.513 -1.414 0.51 -1.13 -0.21 0.69
C 0.008 2.523 0.651 -0.05 0.85 0.42 0.17
C 0.557 2.691 2.811 -0.74 -0.07 -1.95 0.15
C 0.620 3.369 1.639 0.56 0.52 0.18 -0.37
C 0.681 -1.724 0.338 -0.97 0.20 -0.73 -0.21
C -0.344 -1.813 1.288 1.09 0.08 -1.70 0.08
C 4.807 1.143 0.022 -0.96 -0.89 -0.45 0.05
C -1.578 -2.159 -3.159 -0.72 -0.09 3.21 0.02
C 0.540 -1.879 -2.322 -1.45 -0.06 0.51 0.05
C 2.928 1.904 -0.977 1.35 -0.50 0.69 0.36
C 4.194 -0.069 0.352 -0.07 -0.59 1.05 -0.23
C 2.193 0.771 -0.631 -0.36 -1.25 -0.33 -0.28
C -2.172 -2.212 -1.858 1.82 0.31 -0.59 -0.27
C 2.829 -0.286 0.064 1.11 1.46 -0.28 -0.08
C 0.057 -1.884 -0.992 1.08 0.55 0.68 -0.12
C -1.306 -2.039 -0.755 -0.79 -0.01 -0.17 0.16
N 2.430 2.997 -1.618 -1.27 -0.35 0.26 -0.61
N -1.540 -1.962 0.618 -1.20 -0.79 0.04 -0.35
C -0.090 2.862 -0.840 0.19 -0.70 1.55 -0.53
C -3.803 -3.227 0.903 -0.24 0.56 -0.52 -0.63
C -3.597 -0.650 1.075 0.06 -1.23 0.21 -0.61
C -2.904 -2.015 1.244 0.25 0.17 1.03 -0.02
H 0.927 3.057 3.750 -0.18 -0.71 0.51 0.22
H 1.010 4.388 1.531 -0.04 -0.69 -0.19 0.24
H -0.239 -1.739 2.374 -0.33 0.01 -0.54 0.24
H 5.797 1.343 0.334 1.01 0.04 0.19 0.20
H -2.267 -2.260 -3.955 -0.19 -0.08 -1.13 0.19
H 1.583 -1.749 -2.508 0.59 0.03 -0.25 0.20
H 4.763 -0.800 0.964 -0.59 0.50 -0.57 0.24
H 1.165 0.643 -1.002 0.63 0.11 0.47 0.24
H -3.212 -2.379 -1.711 -0.71 -0.05 -0.16 0.22
H 3.139 3.709 -1.844 -0.72 -0.48 0.14 0.44
H -0.947 3.526 -0.972 0.53 0.32 -0.13 0.27
H -0.300 2.014 -1.446 -0.32 -1.07 -0.22 0.25
H -4.605 -2.853 0.227 0.52 -0.76 0.10 0.21
H -3.201 -4.041 0.479 -0.42 0.17 -0.09 0.23
H -4.309 -3.602 1.819 0.39 0.30 -0.54 0.22
H -3.001 0.105 1.532 0.48 0.65 0.41 0.23
H -4.585 -0.659 1.546 0.08 -0.01 -0.27 0.21
H -3.636 -0.430 0.028 -0.43 0.24 -0.67 0.21
H -2.770 -2.174 2.315 0.77 0.39 0.01 0.21
```
Forces are in eV/Å.

## Properties
- Orbital gap: 7.8105 eV
- ΔE to the lowest compared entry with this formula, charge and spin: 53.7 kcal/mol
- Structure (SMILES): CC(C)n1cc(C(=O)c2ccnc(NC(=O)Cc3ccon3)c2)c2cnccc21
- Lowest unoccupied orbital energy: -0.4 eV
- Calculated total energy: -35676.3721 eV

(2)
Here is one molecule with the formula C18H20N2O6S at a distorted geometry from the Open Molecules 2025 dataset. Energies are from ωB97M-V with the def2-TZVPD basis set.

The geometry in XYZ format:
```
47
Properties=species:S:1:pos:R:3:forces:R:3:nbo_charge:R:1
C -1.336 -2.793 2.048 0.09 0.21 -0.11 -0.62
H -1.536 -3.858 1.975 -0.02 -0.15 0.00 0.21
H -0.496 -2.631 2.718 0.10 0.00 0.10 0.21
H -2.220 -2.307 2.449 0.04 -0.04 0.17 0.24
C -1.024 -2.230 0.665 0.39 0.04 0.64 -0.06
N -2.218 -2.327 -0.161 -0.76 0.29 -0.06 -0.86
S -3.461 -1.239 0.042 0.21 -0.13 -0.36 2.33
O -4.376 -1.495 -1.029 0.21 0.13 -0.21 -0.94
O -3.926 -1.305 1.394 0.29 0.17 0.08 -0.94
C -2.677 0.349 -0.217 -0.37 -0.60 0.27 -0.37
C -2.540 0.838 -1.504 0.01 0.07 -0.11 -0.16
C -1.821 1.996 -1.717 0.13 0.13 0.13 -0.29
C -1.219 2.655 -0.642 -0.23 -0.27 -0.01 0.39
C -1.392 2.173 0.653 0.07 0.25 -0.10 -0.33
C -2.127 1.017 0.858 -0.08 0.01 0.01 -0.16
H -2.285 0.628 1.851 0.04 0.01 0.16 0.25
H -0.955 2.675 1.502 0.06 0.07 0.10 0.24
O -0.453 3.738 -0.969 -0.14 -0.07 -0.22 -0.51
C 0.377 4.293 0.029 0.13 0.17 0.32 -0.17
C 1.361 3.273 0.628 -0.24 0.15 -0.43 0.65
O 1.767 3.370 1.763 0.03 0.06 0.26 -0.60
N 1.684 2.302 -0.261 -0.01 0.13 -0.49 -0.60
C 2.342 1.087 -0.043 0.25 -0.28 0.34 0.15
C 2.956 0.778 1.163 -0.12 0.30 0.04 -0.25
C 3.574 -0.455 1.360 0.07 -0.49 -0.33 -0.24
C 3.559 -1.349 0.319 -0.28 0.33 -0.38 0.21
C 2.948 -1.036 -0.897 0.24 0.01 0.57 0.32
C 2.329 0.169 -1.104 0.11 -0.25 -0.02 -0.32
H 1.854 0.398 -2.044 -0.09 0.04 -0.16 0.22
O 3.069 -2.093 -1.756 -0.27 0.48 -0.07 -0.49
C 3.796 -3.080 -1.052 0.38 -1.11 -0.42 0.24
O 4.078 -2.615 0.249 0.00 0.21 0.37 -0.48
H 4.739 -3.290 -1.583 -0.20 0.13 0.13 0.16
H 3.199 -4.004 -0.994 0.08 0.25 0.02 0.16
H 4.047 -0.697 2.296 0.07 -0.03 0.15 0.23
H 2.948 1.503 1.958 0.01 0.03 0.01 0.26
H 1.289 2.402 -1.188 -0.03 0.07 0.26 0.41
H 0.940 5.087 -0.471 -0.07 -0.09 0.11 0.22
H -0.201 4.743 0.844 0.11 -0.14 -0.05 0.21
H -1.697 2.405 -2.707 0.01 0.03 -0.12 0.23
H -3.007 0.304 -2.317 -0.04 0.00 -0.17 0.24
H -2.037 -2.452 -1.144 -0.04 0.01 -0.26 0.40
C 0.118 -2.996 0.005 -0.34 0.24 -0.02 -0.62
H -0.170 -4.034 -0.142 -0.01 -0.16 -0.01 0.21
H 0.995 -2.962 0.646 0.10 0.01 0.04 0.22
H 0.373 -2.560 -0.959 0.10 0.02 -0.12 0.21
H -0.724 -1.171 0.765 0.04 -0.22 -0.02 0.19
```
Forces are in eV/Å.

## Properties
- Orbital gap: 8.6203 eV
- ΔE to the lowest compared entry with this formula, charge and spin: 45.6 kcal/mol
- Structure (SMILES): CC(C)NS(=O)(=O)c1ccc(OCC(=O)Nc2ccc3c(c2)OCO3)cc1
- Lowest unoccupied orbital energy: 0.4 eV
- Calculated total energy: -45090.4867 eV

(3)
Here is one molecule with the formula C4H8O at a distorted geometry from the Open Molecules 2025 dataset. Energies are from ωB97M-V with the def2-TZVPD basis set.

The geometry in XYZ format:
```
13
Properties=species:S:1:pos:R:3:forces:R:3:nbo_charge:R:1
C 0.190 -0.973 1.406 1.66 -0.74 0.01 -0.39
C 0.061 -0.372 0.221 -1.40 2.29 2.02 -0.03
C 0.588 -0.741 -1.113 -1.09 0.30 -2.56 -0.66
C -0.376 1.138 0.289 -1.50 0.10 1.73 -0.09
O -1.440 1.563 -0.545 -1.65 -2.62 -1.23 -0.72
H 0.005 -0.522 2.402 -0.28 -0.12 -1.06 0.21
H 0.858 -1.857 1.440 -0.90 0.08 0.07 0.19
H -0.090 -0.223 -2.007 1.90 -1.33 2.31 0.22
H 0.770 -1.811 -1.399 -0.52 0.88 0.70 0.23
H 1.566 -0.269 -1.086 0.24 0.22 -0.71 0.23
H -0.628 1.668 1.310 0.79 -1.94 -1.28 0.17
H 0.414 1.683 -0.102 2.15 0.98 -0.48 0.17
H -1.917 0.717 -0.817 0.61 1.90 0.47 0.46
```
Forces are in eV/Å.

## Properties
- Orbital gap: 10.6030 eV
- ΔE to the lowest compared entry with this formula, charge and spin: 46.8 kcal/mol
- Structure (SMILES): C=C(C)CO
- Lowest unoccupied orbital energy: 0.9 eV
- Calculated total energy: -6323.1381 eV